No. 1
ORCA calculation (ωB97M-V with the def2-TZVPD basis set) on a cluster of 2 separate species, C2H4O3 in total in a non-equilibrium geometry.

Output
* largest force on an atom: 2.01 eV Å⁻¹
* highest occupied orbital energy: -10.10 eV
* LUMO: 0.62 eV
* gap between HOMO and LUMO: 10.72 eV

Each line ends with the Mulliken charge.
Cartesian coordinates (Å):
1 O 0.28825 -2.02048 -0.98518  -0.43
2 C -0.03555 -0.94394 -1.35877  0.22
3 O -0.68020 -0.07257 -0.53609  -0.38
4 H 0.13906 -0.53026 -2.37024  0.26
5 H -0.82690 0.74150 -1.03661  0.32
6 C 0.24376 0.91518 1.69844  -0.02
7 O 0.29059 1.99218 1.15274  -0.42
8 H 0.87397 0.03646 1.53510  0.22
9 H -0.64259 0.77037 2.34282  0.23

***

No. 2
ORCA calculation (ωB97M-V with the def2-TZVPD basis set) on the molecule C3H6N2O3 in a non-equilibrium geometry.

Output
* largest force on an atom: 5.52 eV Å⁻¹
* highest occupied orbital energy: -9.74 eV
* LUMO: 0.54 eV
* gap between HOMO and LUMO: 10.28 eV

Each line ends with the Mulliken charge.
Cartesian coordinates (Å):
1 H -2.69270 -0.01649 0.61224  0.25
2 N -1.91007 -0.59775 0.34043  -0.69
3 C -0.92399 0.24710 0.03499  0.44
4 N -0.71568 1.65685 0.04878  -0.42
5 C 0.26077 -0.52912 -0.68139  0.10
6 O 0.32538 -1.86845 -0.44848  -0.66
7 C 1.52132 0.12931 -0.09369  0.41
8 O 1.78279 1.29416 -0.51318  -0.64
9 O 2.14152 -0.55940 0.89779  -0.50
10 H -1.40951 2.41335 0.47789  0.26
11 H 0.38066 1.92304 0.18563  0.31
12 H 0.34858 -0.43477 -1.73577  0.33
13 H -0.70607 -2.27611 -0.40894  0.40
14 H 1.59698 -1.38172 1.28369  0.41

***

No. 3
ORCA calculation (ωB97M-V with the def2-TZVPD basis set) on the molecule C9H13FN2S in a non-equilibrium geometry.

Output
* largest force on an atom: 3.93 eV Å⁻¹
* highest occupied orbital energy (spin up / spin down): -8.02 / -8.04 eV
* LUMO (spin up / spin down): -0.82 / -0.77 eV
* gap between HOMO and LUMO (spin up / spin down): 7.21 / 7.27 eV

Each line ends with the Mulliken charge.
Cartesian coordinates (Å):
1 H 4.23743 2.64190 -0.24823  0.25
2 N 3.56637 2.17073 0.33878  -0.84
3 N 2.39531 1.96581 -0.24397  0.73
4 S 1.93021 2.67030 -1.68595  -0.24
5 C 1.39636 1.28083 0.56719  -0.88
6 C 0.43801 0.49127 0.01117  0.38
7 C 0.27077 0.12574 -1.31711  -0.52
8 C 1.17812 -0.50374 -2.07292  -0.59
9 C 2.51001 -1.06405 -1.61079  -0.46
10 C 2.62985 -1.39854 -0.33679  -0.07
11 F 3.61585 -2.06443 0.14404  -0.25
12 C -0.66699 0.05673 0.87733  0.19
13 C -1.85031 0.98357 0.46014  -1.50
14 C -1.02072 -1.42951 0.59029  -1.67
15 H 1.53759 1.20877 1.60414  0.45
16 H -0.74577 0.26094 -1.62235  0.51
17 H 0.85423 -0.75934 -3.03267  0.54
18 H 3.40239 -1.20444 -2.23644  0.34
19 H 1.84415 -1.34413 0.27095  0.38
20 H -0.34624 0.29637 1.84439  0.58
21 H -2.55455 0.90048 1.27379  0.44
22 H -2.29931 0.80966 -0.49440  0.35
23 H -1.39505 1.92165 0.44751  0.47
24 H -1.16124 -1.51512 -0.43122  0.44
25 H -1.97753 -1.57593 0.98013  0.51
26 H -0.24816 -2.06430 0.78589  0.47